Entry from the OMol25 dataset: C30H45EuNO2P2S2 as an isolated structure (ωB97M-V/def2-TZVPD).

CARTESIAN COORDINATES (ANGSTROEM)
Eu (-0.61, 2.70, -3.60)
S (1.03, 3.62, 1.17)
S (-2.44, 3.53, -0.91)
P (2.04, -0.15, -1.94)
P (-1.07, -1.29, -2.10)
O (1.76, 4.85, 1.04)
O (1.79, 2.40, 1.32)
N (-0.10, 3.38, -0.01)
C (-0.94, 3.46, -6.34)
C (-1.91, 2.54, -5.61)
C (0.54, 3.53, -5.82)
C (3.35, -0.54, -3.17)
C (-0.96, -0.86, 2.43)
C (-0.20, 3.77, 2.43)
C (-1.05, 4.12, 4.62)
C (-1.84, 1.16, -5.53)
C (-2.32, -2.24, 0.72)
C (0.96, 0.19, 3.77)
C (0.42, -0.61, 2.67)
C (-1.05, -1.78, 1.32)
C (-1.38, 3.43, 0.40)
C (0.29, 0.66, -6.85)
C (-1.48, 3.56, 1.88)
C (0.06, 4.09, 3.76)
C (-1.19, 0.29, -6.60)
C (2.66, -1.23, 1.53)
C (1.21, 2.31, -5.20)
C (-2.32, 3.70, 4.16)
C (1.19, -1.32, 1.71)
C (-2.53, 3.37, 2.80)
C (-2.33, 0.10, -2.20)
C (-2.09, -0.34, 3.23)
C (1.05, 1.02, -5.63)
C (2.18, 1.71, -1.94)
C (0.49, -0.59, -2.94)
C (0.73, -2.88, -0.24)
C (0.28, -2.03, 0.87)
C (-1.60, -2.32, -3.54)
H (1.34, -3.73, 0.09)
H (-2.59, -2.74, -3.38)
H (0.86, -1.48, -3.47)
H (1.11, 3.77, -6.72)
H (-1.24, -0.78, -6.31)
H (3.06, -0.38, 2.10)
H (1.64, 2.30, -2.70)
H (3.62, 0.34, -3.78)
H (-1.38, 4.48, -6.25)
H (-2.16, -2.56, -0.33)
H (0.23, 0.14, -3.75)
H (1.56, -0.43, 4.45)
H (-3.31, -0.30, -2.51)
H (-3.18, 3.68, 4.86)
H (-2.82, 3.06, -5.24)
H (-1.73, 0.35, -7.56)
H (2.93, -1.10, 0.47)
H (-3.04, -0.77, 2.88)
H (1.62, 0.98, 3.37)
H (3.15, -2.14, 1.89)
H (4.24, -0.86, -2.61)
H (1.71, 0.22, -5.28)
H (-1.98, -0.61, 4.29)
H (1.08, 4.35, 4.03)
H (-2.51, 0.57, -4.92)
H (1.35, -2.27, -0.91)
H (-1.55, -1.73, -4.46)
H (0.30, 1.49, -7.57)
H (0.15, 0.66, 4.35)
H (2.06, 2.58, -4.56)
H (-3.52, 3.02, 2.45)
H (-0.92, 4.50, 5.63)
H (1.81, 2.05, -0.97)
H (-2.72, -3.09, 1.28)
H (-3.08, -1.44, 0.72)
H (-0.84, 3.29, -7.41)
H (-0.10, -3.26, -0.82)
H (-2.06, 0.89, -2.94)
H (0.65, 4.42, -5.15)
H (-2.16, 0.76, 3.16)
H (-0.90, -3.16, -3.64)
H (-2.52, 0.60, -1.24)
H (3.04, -1.38, -3.80)
H (0.77, -0.22, -7.32)
H (3.23, 2.01, -2.00)

**Net charge**: +1
**Spin multiplicity**: 7
**Orbital gap (alpha / beta)**: 4.06 / 4.03 eV
**Total energy**: -3564.24160 hartree

Results of the Mulliken charge analysis, in e, for atoms 1 through 8: atom 1 (Eu): 0.895, atom 2 (S): 1.101, atom 3 (S): -0.444, atom 4 (P): 1.020, atom 5 (P): 0.815, atom 6 (O): -0.723, atom 7 (O): -0.563, atom 8 (N): -0.477

Entry from the OMol25 dataset: C30H45Hg2NO30PS4 as an isolated structure (ωB97M-V/def2-TZVPD).

CARTESIAN COORDINATES (ANGSTROEM)
Hg (-2.68, 1.00, -1.18)
Hg (0.65, -0.52, -2.53)
S (-1.95, 4.51, 4.75)
S (-2.66, -3.03, 3.90)
S (5.08, 3.42, -1.89)
S (2.51, 3.15, 3.79)
P (-0.29, 0.58, -0.41)
O (2.60, 1.54, 3.55)
O (-1.13, -0.64, -0.98)
O (-5.87, -2.04, -0.94)
O (0.39, -5.14, -0.91)
O (-2.61, 5.34, 0.11)
O (-3.87, -1.10, -1.17)
O (-0.47, 1.38, -1.74)
O (8.64, -0.92, 2.44)
O (-1.23, 5.27, 3.78)
O (9.30, -2.25, 0.86)
O (-1.43, -0.87, -3.77)
O (1.22, 3.48, 4.32)
O (-3.52, 4.30, 4.38)
O (-1.19, 1.10, 0.69)
O (2.60, 3.49, 2.20)
O (1.64, -3.89, -2.24)
O (-2.72, -3.03, 2.28)
O (-3.96, -2.86, 4.46)
O (-2.77, -2.46, -4.52)
O (3.47, 3.32, -1.69)
O (5.73, 3.29, -0.61)
O (3.65, 3.64, 4.50)
O (1.12, -0.01, -0.39)
O (-1.86, -4.14, 4.33)
O (-1.80, -1.66, 4.05)
O (-1.66, 2.91, 4.60)
O (5.20, 1.97, -2.64)
O (-2.76, 3.37, -0.89)
O (5.35, 4.55, -2.70)
O (-1.90, 4.89, 6.13)
N (8.47, -1.59, 1.44)
C (-6.45, -3.35, -0.75)
C (-2.12, -1.31, -4.68)
C (4.66, -1.37, -0.46)
C (-1.63, 6.27, 0.61)
C (-3.62, -2.79, -5.64)
C (-0.65, 4.11, 0.09)
C (3.97, 1.58, -3.15)
C (-1.26, -1.22, 2.79)
C (-2.16, -1.83, 1.71)
C (-4.11, -3.52, -0.93)
C (0.74, -4.11, 1.15)
C (5.31, -2.58, -0.33)
C (-2.52, 2.33, 3.61)
C (-3.70, 3.31, 3.39)
C (-2.37, -0.75, -6.05)
C (6.50, -0.29, 0.68)
C (-5.35, -4.31, -1.17)
C (5.33, -0.20, -0.07)
C (2.92, 2.09, -2.16)
C (-3.50, -1.61, -6.60)
C (1.08, -3.13, 0.03)
C (-0.08, -5.17, 0.42)
C (7.11, -1.52, 0.86)
C (-4.53, -2.10, -1.04)
C (2.07, 1.21, 2.29)
C (1.11, -4.04, -1.17)
C (-0.27, 5.51, 0.56)
C (2.56, 2.33, 1.39)
C (6.48, -2.68, 0.38)
C (-2.10, 4.21, -0.29)
H (2.35, 0.27, 1.84)
H (-0.21, -1.49, 2.77)
H (-1.65, -2.13, 0.81)
H (-2.84, 1.35, 3.95)
H (-3.28, -3.76, -6.00)
H (4.80, -3.50, -0.59)
H (-3.33, -1.88, -7.64)
H (0.07, -6.15, 0.87)
H (-1.38, -0.14, 2.80)
H (-0.05, 3.81, -0.77)
H (0.15, 5.50, 1.56)
H (-3.65, -3.56, 0.07)
H (3.74, 1.97, -4.15)
H (-1.63, 7.18, 0.03)
H (3.69, -1.38, -0.95)
H (-5.47, -4.64, -2.21)
H (1.58, -4.60, 1.65)
H (-4.60, -2.92, -5.19)
H (-3.27, -3.68, -1.61)
H (0.98, 1.32, 2.27)
H (4.84, 0.77, -0.16)
H (-1.15, -4.94, 0.49)
H (1.92, 2.29, -2.54)
H (-2.94, -1.14, 1.40)
H (7.05, 0.62, 0.90)
H (1.97, 2.45, 0.48)
H (2.71, 1.39, -1.35)
H (0.22, -3.57, 1.94)
H (-5.49, -5.25, -0.62)
H (3.92, 0.49, -3.27)
H (-6.71, -3.41, 0.31)
H (-4.43, -1.03, -6.56)
H (2.02, -2.58, 0.10)
H (-4.68, 2.89, 3.60)
H (-7.33, -3.45, -1.37)
H (3.58, 2.12, 1.05)
H (-1.46, -0.95, -6.61)
H (0.36, 6.03, -0.16)
H (0.31, -2.35, 0.01)
H (-2.52, 0.33, -6.06)
H (-3.65, 3.68, 2.37)
H (-1.88, 2.28, 2.73)
H (7.05, -3.59, 0.47)
H (-1.87, 6.49, 1.65)
H (-0.55, 3.40, 0.91)

**Net charge**: +1
**Orbital gap**: 5.18 eV
**Energy above the lowest of the compared OMol25 structures with the same formula, charge and spin**: 154.39 kJ/mol
**Total energy**: -5722.61482 hartree

Results of the Mulliken charge analysis, in e, for atoms 1 through 8: atom 1 (Hg): 1.080, atom 2 (Hg): 0.794, atom 3 (S): 1.120, atom 4 (S): 1.102, atom 5 (S): 1.110, atom 6 (S): 0.870, atom 7 (P): 1.094, atom 8 (O): -0.468

no.,F_max (eV Å⁻¹)
1,5.06
2,3.26